1.
A structure of composition C24H31N5OSSm. Source: the OMol25 dataset; level of theory: ωB97M-V/def2-TZVPD.

```
63
C24H31N5OSSm (ωB97M-V/def2-TZVPD)
Sm -0.08136 0.20271 0.98116
C 2.32006 -2.38648 2.45266
C 0.83486 -2.14509 2.43755
C 0.00666 -2.85333 1.55938
C -1.38019 -2.72730 1.60591
C -1.97121 -1.85600 2.51509
C -1.16655 -1.10882 3.37009
C 0.22209 -1.25145 3.32479
H 2.64468 -2.67020 3.45464
H 2.88636 -1.50480 2.14920
H 2.59134 -3.19412 1.77613
H 0.45266 -3.55557 0.86600
H -1.99686 -3.33871 0.95900
H -3.04878 -1.78277 2.57730
H -1.61779 -0.44393 4.09708
H 0.82179 -0.70094 4.04017
N 1.41097 4.24349 -0.19722
C 0.28388 4.36944 -1.01495
C -0.10030 5.38636 -1.88106
C -1.30055 5.19530 -2.53238
C -2.07820 4.04148 -2.32687
C -1.67734 3.04169 -1.46483
C -0.46664 3.22039 -0.79721
N 0.20718 2.41605 0.14640
C 1.31376 3.08267 0.45607
C 2.25488 2.57682 1.45402
C 3.43587 3.10798 1.85896
S 4.09792 2.14905 3.10190
C 2.77119 1.11572 3.02388
N 1.87316 1.41785 2.10753
H 2.14876 4.92223 -0.08523
H 0.49357 6.27608 -2.03599
H -1.65441 5.95381 -3.21690
H -3.01348 3.94399 -2.86025
H -2.29576 2.16833 -1.31317
H 3.94221 3.99551 1.51414
H 2.69528 0.26027 3.67618
C -2.54233 2.15877 2.26422
C -3.33884 1.12980 1.50773
O -2.43896 0.41856 0.60721
C -3.08463 -0.30678 -0.46958
C -1.99642 -0.83389 -1.36522
H -3.08553 2.50048 3.14426
H -2.28650 3.01705 1.64483
H -1.59783 1.74809 2.66154
H -4.11705 1.58885 0.89627
H -3.80973 0.38965 2.15710
H -3.73747 0.39589 -0.99062
H -3.70165 -1.09984 -0.04139
H -1.37452 -0.02144 -1.76108
H -2.40614 -1.35240 -2.23187
H -1.36212 -1.57682 -0.86281
C 3.97129 -1.08038 -2.86880
N 2.82790 -1.82828 -2.28679
C 2.41840 -3.11198 -2.90771
C 2.09878 -1.28610 -1.37986
N 1.44325 -0.80826 -0.53626
H 3.72597 -0.79597 -3.88970
H 4.84166 -1.73104 -2.84585
H 4.15299 -0.19547 -2.26563
H 2.00759 -2.91812 -3.89591
H 1.68140 -3.59155 -2.26951
H 3.30061 -3.74375 -2.97608
```

Output
net charge = +3
gap between HOMO and LUMO (alpha / beta) = 6.40 / 8.07 eV
multiplicity = 6
relative energy (zero: lowest compared OMol25 entry of this formula, charge and spin) = 8.05 kJ/mol

Charge distribution, Löwdin scheme, values in e:
1 Sm 1.84
2 C -0.01
3 C -0.33
4 C -0.05
5 C -0.05
6 C -0.07
7 C -0.10
8 C -0.13
9 H 0.11
10 H 0.07
11 H 0.10
12 H 0.13
13 H 0.14
14 H 0.13
15 H 0.14
16 H 0.12
17 N 0.22
18 C -0.15
19 C 0.03
20 C -0.03
21 C -0.03
22 C -0.01
23 C -0.20
24 N -0.01
25 C -0.27
26 C -0.31
27 C -0.27
28 S 1.20
29 C -0.44
30 N -0.08
31 H 0.19
32 H 0.13
33 H 0.13
34 H 0.12
35 H 0.09
36 H 0.10
37 H 0.08
38 C -0.04
39 C -0.19
40 O -0.40
41 C -0.21
42 C -0.07
43 H 0.11
44 H 0.09
45 H 0.05
46 H 0.14
47 H 0.13
48 H 0.14
49 H 0.14
50 H 0.08
51 H 0.12
52 H 0.05
53 C 0.03
54 N -0.15
55 C 0.03
56 C -0.22
57 N 0.05
58 H 0.11
59 H 0.11
60 H 0.10
61 H 0.11
62 H 0.10
63 H 0.11

***

2.
A cluster of 2 separate species, C25H43N4O5 in total at a distorted geometry. Source: the OMol25 dataset; level of theory: ωB97M-V/def2-TZVPD.

```
77
C25H43N4O5 (ωB97M-V/def2-TZVPD)
C 6.81809 1.26792 1.34679
C 6.48840 1.59794 -0.18170
C 4.98784 2.09068 -0.38497
N 4.50612 1.64900 -1.71481
C 3.26816 0.89520 -1.65838
O 3.60771 -0.43607 -2.06000
C 2.45517 -1.29014 -2.04362
C 2.90851 -2.79705 -2.06249
O 1.72600 -3.59727 -2.19182
C 1.02584 -3.72839 -0.95648
C -0.51412 -3.88441 -1.30693
O 2.35498 1.45176 -2.64453
C 1.09206 1.68872 -2.09081
O 0.92988 2.60592 -1.28185
C -0.15125 0.74656 -2.46207
C -1.38006 1.58852 -3.03406
C -2.76507 1.11459 -2.44358
N -3.72045 2.23894 -2.19391
C -4.16883 2.26054 -0.78111
C -5.34949 1.30310 -0.46627
C -5.10488 0.01896 0.21013
C -6.22643 -0.87157 0.53087
C -7.60250 -0.49364 0.21622
C -7.82853 0.77421 -0.46258
C -6.72415 1.65882 -0.79727
O -6.95511 2.87854 -1.44728
H 6.78902 0.15288 1.45924
H 7.81970 1.68739 1.63265
H 6.07355 1.73860 2.04109
H 6.70089 0.68728 -0.79782
H 7.23127 2.38091 -0.49073
H 5.05144 3.21633 -0.39301
H 4.32437 1.81076 0.47119
H 4.43954 2.41667 -2.37848
H 2.78256 0.88034 -0.64654
H 1.89719 -1.10990 -3.00086
H 1.77905 -1.02352 -1.17974
H 3.49546 -3.03131 -1.13654
H 3.52226 -2.92375 -2.99607
H 1.10563 -2.83913 -0.27527
H 1.35649 -4.62757 -0.37418
H -0.54656 -4.47349 -2.26504
H -1.05649 -4.41751 -0.47618
H -0.99981 -2.88792 -1.47020
H -0.41056 0.15322 -1.55193
H 0.18104 0.08261 -3.29937
H -1.40428 1.46472 -4.15177
H -1.14295 2.66555 -2.84488
H -2.63334 0.47630 -1.52808
H -3.26093 0.44948 -3.20955
H -3.13295 3.07751 -2.28609
H -4.49373 3.31162 -0.53826
H -3.29188 1.99896 -0.12487
H -4.07820 -0.31793 0.50055
H -6.03494 -1.83527 1.05080
H -8.48590 -1.12266 0.45149
H -8.86635 1.08873 -0.70957
H -7.18223 2.70817 -2.37958
C 2.99118 -1.44726 4.01681
C 2.42068 -0.67050 2.84817
N 0.97233 -0.42644 2.93847
C 0.25091 0.29341 2.00552
C -1.04609 0.26066 2.40830
N -1.08584 -0.46762 3.57436
C 0.14673 -0.85975 3.88809
C -2.27893 -0.78155 4.36034
H 2.51172 -2.42396 4.11379
H 4.05890 -1.60822 3.87369
H 2.85093 -0.90471 4.95459
H 2.60032 -1.21620 1.91900
H 2.91495 0.30004 2.77050
H 0.74579 0.73595 1.15713
H -1.95688 0.66652 2.00309
H 0.41299 -1.43549 4.75970
H -2.17377 -0.35134 5.35544
H -2.37951 -1.86357 4.43533
H -3.16262 -0.36942 3.87781
```

Output
net charge = +1
gap between HOMO and LUMO = 7.87 eV

Charge distribution, Löwdin scheme, values in e:
1 C -0.12
2 C -0.22
3 C -0.20
4 N 0.03
5 C -0.37
6 O -0.06
7 C -0.17
8 C -0.15
9 O -0.16
10 C -0.28
11 C -0.07
12 O 0.03
13 C -0.39
14 O 0.09
15 C -0.08
16 C -0.15
17 C -0.22
18 N -0.06
19 C -0.20
20 C -0.12
21 C -0.05
22 C -0.09
23 C -0.07
24 C -0.01
25 C -0.24
26 O 0.01
27 H 0.06
28 H 0.07
29 H 0.06
30 H 0.10
31 H 0.10
32 H 0.13
33 H 0.10
34 H 0.13
35 H 0.14
36 H 0.13
37 H 0.11
38 H 0.13
39 H 0.15
40 H 0.09
41 H 0.12
42 H 0.09
43 H 0.08
44 H 0.06
45 H 0.10
46 H 0.11
47 H 0.12
48 H 0.11
49 H 0.09
50 H 0.12
51 H 0.09
52 H 0.13
53 H 0.10
54 H 0.08
55 H 0.09
56 H 0.10
57 H 0.12
58 H 0.12
59 C -0.07
60 C -0.16
61 N -0.03
62 C 0.02
63 C 0.01
64 N -0.09
65 C -0.01
66 C 0.03
67 H 0.09
68 H 0.09
69 H 0.09
70 H 0.13
71 H 0.13
72 H 0.13
73 H 0.13
74 H 0.17
75 H 0.11
76 H 0.11
77 H 0.10

***

3.
A cluster of 2 separate species, C8H17BrN2O3S in total at a distorted geometry. Source: the OMol25 dataset; level of theory: ωB97M-V/def2-TZVPD.

```
32
C8H17BrN2O3S (ωB97M-V/def2-TZVPD)
N 2.68219 2.71289 -0.74646
C 1.64565 1.83247 -1.37883
C 2.29443 0.68865 -2.27385
O 2.26303 -0.63940 -1.73281
C 0.88924 -0.84413 -1.29575
S 0.66657 -2.65833 -1.30346
C 0.74190 -0.06354 0.06978
Br 2.43157 -0.02931 1.16536
C -0.56384 -0.22064 0.89520
C -0.73487 -1.76019 1.53585
C -0.28464 -1.87712 3.12653
O 0.52248 -2.46501 1.88096
N 0.63774 1.41053 -0.37234
H 3.52697 2.73902 -1.31693
H 2.25567 3.64275 -0.66899
H 1.10794 2.52997 -2.10760
H 1.80364 0.74016 -3.30360
H 3.38796 0.94039 -2.46486
H 0.14530 -0.39144 -2.02957
H -0.67564 -2.94950 -1.16830
H -1.46647 -0.07494 0.22462
H -0.61297 0.43357 1.81403
H -1.66378 -2.38764 1.20207
H 0.56104 -1.15441 3.34419
H -0.27157 -2.89613 3.61490
H -0.31727 1.51694 -0.76922
H 0.76431 1.98350 0.48331
C -4.32344 -0.13651 0.69486
O -3.39721 0.45182 -0.07743
H -4.05615 -0.31066 1.76389
H -5.29678 0.38941 0.80245
H -4.66300 -1.15319 0.39197
```

Output
net charge = 0
gap between HOMO and LUMO = 5.27 eV

Charge distribution, Löwdin scheme, values in e:
1 N 0.04
2 C -0.32
3 C -0.14
4 O -0.22
5 C -0.63
6 S 0.84
7 C -0.64
8 Br 0.84
9 C -0.12
10 C -0.21
11 C 0.01
12 O -0.28
13 N 0.05
14 H 0.08
15 H 0.09
16 H 0.16
17 H 0.15
18 H 0.15
19 H 0.15
20 H -0.08
21 H 0.08
22 H 0.13
23 H 0.16
24 H 0.08
25 H 0.11
26 H 0.19
27 H 0.16
28 C -0.49
29 O -0.44
30 H 0.03
31 H 0.04
32 H 0.03